1.
# C27H42Cl2MoN2OS4Si

C27H42Cl2MoN2OS4Si as an isolated structure at a distorted geometry (ωB97M-V with the def2-TZVPD basis set, the OMol25 dataset).

XYZ file:
```
80
Properties=species:S:1:pos:R:3:lowdin_charge:R:1
Mo -0.08 -0.05 -0.34 0.6675
C 0.95 -2.80 -2.80 -0.4568
C 0.41 -1.66 -3.66 -0.4694
S -0.78 -0.56 -2.83 0.8499
C -2.15 -1.76 -2.62 -0.4464
C -2.14 -2.53 -1.30 -0.4475
S -2.19 -1.28 0.00 0.8222
C -2.01 -2.28 1.50 -0.4629
C -0.65 -2.92 1.64 -0.4551
S 0.63 -1.64 1.57 0.9056
C 2.07 -2.66 1.18 -0.4729
C 2.00 -3.35 -0.17 -0.4633
S 1.69 -2.04 -1.36 0.9208
H 1.72 -3.34 -3.35 0.1019
H 0.17 -3.51 -2.53 0.0749
H -0.09 -2.04 -4.55 0.0964
H 1.22 -1.01 -4.00 0.0777
H -2.09 -2.45 -3.47 0.1004
H -3.06 -1.19 -2.72 0.0629
H -1.25 -3.13 -1.18 0.0527
H -3.03 -3.16 -1.22 0.1084
H -2.80 -3.03 1.52 0.1027
H -2.20 -1.59 2.32 0.0790
H -0.47 -3.65 0.86 0.0691
H -0.58 -3.42 2.61 0.1043
H 2.20 -3.38 1.99 0.1033
H 2.91 -1.96 1.22 0.0841
H 1.21 -4.09 -0.21 0.0798
H 2.95 -3.83 -0.39 0.1011
Cl 2.36 2.05 4.28 0.7934
C 3.06 1.81 2.73 -0.5638
C 4.44 1.92 2.59 -0.0978
C 5.00 1.79 1.36 -0.5933
Cl 6.69 1.99 1.19 0.7885
C 4.20 1.51 0.23 -0.1439
C 4.73 1.43 -1.08 0.0097
C 3.91 1.17 -2.12 -0.0118
C 2.57 0.89 -1.87 -0.1776
N 2.00 0.93 -0.67 -0.0197
C 2.80 1.32 0.39 -0.1208
C 2.24 1.54 1.67 -0.2308
O 0.90 1.63 1.93 -0.0846
H 5.06 2.13 3.45 0.1252
H 5.79 1.60 -1.23 0.1054
H 4.29 1.13 -3.14 0.1290
H 1.94 0.61 -2.69 0.0644
C -3.30 1.32 -2.06 -0.2213
Si -1.88 1.94 -0.99 0.7134
C -2.80 2.76 0.51 -0.5661
C -1.83 2.97 1.67 -0.1265
C -3.97 1.85 0.96 -0.0834
C -3.39 4.15 0.21 -0.0713
C -0.89 3.23 -2.03 -0.6203
C -0.14 2.52 -3.17 -0.1418
C 0.13 4.00 -1.15 -0.0756
C -1.84 4.24 -2.70 -0.0808
H -4.04 2.13 -2.15 0.0497
H -3.83 0.46 -1.62 0.0188
H -2.99 1.06 -3.08 0.0237
H -0.87 1.69 3.01 0.1781
H -2.36 3.39 2.53 0.1465
H -1.01 3.63 1.42 0.1232
H -3.72 0.79 1.05 0.0365
H -4.79 1.90 0.24 0.0929
H -4.37 2.20 1.92 0.1027
H -2.61 4.90 0.08 0.0778
H -4.02 4.47 1.05 0.1029
H -4.01 4.14 -0.68 0.0898
H 0.51 1.74 -2.79 -0.0138
H 0.47 3.25 -3.71 0.1028
H -0.84 2.07 -3.89 0.0707
H 0.82 3.33 -0.65 0.0530
H -0.38 4.60 -0.39 0.0705
H 0.71 4.69 -1.77 0.0996
H -2.64 3.75 -3.26 0.0831
H -1.27 4.84 -3.42 0.0989
H -2.30 4.93 -1.99 0.0615
N -1.25 1.64 2.06 0.0697
C -0.12 1.14 1.16 -0.4473
H -2.00 0.95 2.04 0.1202
```

net charge: +2
HOMO-LUMO gap: 6.9041 eV
HOMO energy: -12.66 eV
lowest unoccupied orbital energy: -5.76 eV


2.
# C27H42IrN5O3Si3Te

C27H42IrN5O3Si3Te as an isolated structure at a distorted geometry (ωB97M-V with the def2-TZVPD basis set, the OMol25 dataset).

XYZ file:
```
82
Properties=species:S:1:pos:R:3:lowdin_charge:R:1
Ir 0.01 0.66 -0.08 1.0089
N -1.09 -0.17 -2.21 0.0214
N -0.84 -1.52 -2.37 0.0093
C -0.03 -2.20 -1.53 -0.3648
N 0.16 -3.48 -1.74 0.2482
N 0.53 -1.48 -0.53 0.0410
N 1.45 -2.05 0.35 -0.3903
O 1.73 -3.23 0.27 0.1102
O 1.93 -1.29 1.15 -0.0847
H -2.07 -0.01 -1.99 0.1249
H -0.86 0.33 -3.06 0.1264
H -1.35 -2.03 -3.08 0.1765
H -0.22 -3.96 -2.54 0.1505
H 0.78 -3.97 -1.10 0.1117
C 6.41 3.75 0.87 -0.1625
Si 5.18 2.41 1.29 0.4380
C 5.64 0.70 0.68 -0.1707
C 4.81 2.48 3.14 -0.1924
C 3.52 2.73 0.33 -0.4888
Te 2.07 1.57 1.34 1.5497
C 1.12 3.24 2.22 -0.4865
Si 0.04 4.23 1.02 0.4405
C 1.01 5.21 -0.24 -0.1687
C -1.00 5.35 2.09 -0.1495
C -1.01 2.96 0.09 -0.2314
H 7.34 3.55 1.40 0.0487
H 6.06 4.74 1.19 0.0421
H 6.63 3.79 -0.19 0.0420
H 6.50 0.29 1.21 0.0473
H 5.91 0.75 -0.38 0.0442
H 4.81 0.00 0.78 0.0128
H 5.71 2.25 3.71 0.0496
H 4.04 1.76 3.45 0.0015
H 4.48 3.48 3.44 0.0416
H 3.63 2.38 -0.70 0.0286
H 3.21 3.78 0.33 -0.0015
H 1.89 3.87 2.69 0.0445
H 0.50 2.82 3.02 -0.0089
H 1.71 5.90 0.23 0.0511
H 0.31 5.82 -0.82 0.0495
H 1.56 4.59 -0.95 0.0255
H -0.42 5.79 2.89 0.0495
H -1.86 4.84 2.53 0.0353
H -1.39 6.18 1.48 0.0467
H -0.39 2.51 -0.73 -0.0073
H -1.88 3.41 -0.40 0.0757
H -1.40 2.21 0.80 0.0066
O -1.03 0.46 1.65 -0.4813
Si -1.51 -0.19 3.06 0.5047
C -0.63 -1.82 3.39 -0.2406
C -1.30 -3.05 3.40 -0.0806
C -0.60 -4.23 3.65 -0.0705
C 0.77 -4.19 3.86 -0.0708
C 1.45 -2.98 3.84 -0.0777
C 0.75 -1.80 3.60 -0.1377
C -1.16 0.95 4.54 -0.2287
C -0.74 0.44 5.76 -0.0804
C -0.47 1.30 6.82 -0.0596
C -0.61 2.67 6.65 -0.0671
C -1.04 3.19 5.44 -0.0786
C -1.34 2.32 4.39 -0.1320
C -3.38 -0.48 3.14 -0.2408
C -3.95 -0.92 4.33 -0.0856
C -5.32 -1.18 4.39 -0.0605
C -6.11 -0.98 3.27 -0.0698
C -5.54 -0.53 2.08 -0.0837
C -4.18 -0.27 2.02 -0.1059
H -2.37 -3.09 3.23 0.1013
H -1.14 -5.17 3.66 0.1090
H 1.31 -5.11 4.04 0.1109
H 2.52 -2.95 4.01 0.1122
H 1.29 -0.86 3.59 0.0875
H -0.61 -0.63 5.91 0.1066
H -0.14 0.90 7.77 0.1120
H -0.40 3.34 7.48 0.1111
H -1.17 4.26 5.31 0.1051
H -1.70 2.72 3.44 0.0839
H -3.35 -1.06 5.22 0.1102
H -5.75 -1.53 5.31 0.1124
H -7.17 -1.18 3.32 0.1108
H -6.16 -0.38 1.21 0.1036
H -3.74 0.08 1.09 0.0791
```

net charge: +2
HOMO-LUMO gap (alpha / beta): 4.8475 / 4.8487 eV
HOMO energy (alpha / beta): -12.98 / -12.98 eV
lowest unoccupied orbital energy (alpha / beta): -8.13 / -8.13 eV


3.
# C27H42N4PdSi2Te

C27H42N4PdSi2Te as an isolated structure (ωB97M-V with the def2-TZVPD basis set, the OMol25 dataset).

XYZ file:
```
77
Properties=species:S:1:pos:R:3:lowdin_spin:R:1
Pd -0.05 -0.72 -0.54 1.3063
C -0.18 -2.89 -2.82 0.0027
C -1.41 -2.20 -3.39 0.0008
C -1.36 -0.70 -3.53 0.0053
C -1.72 -0.15 -4.75 0.0040
C -1.77 1.23 -4.91 -0.0029
C -1.47 2.02 -3.81 0.0023
C -1.10 1.40 -2.64 0.0023
N -1.03 0.07 -2.48 0.0745
N -0.11 -2.85 -1.35 0.0889
C 1.17 -3.45 -0.90 0.0045
C 1.40 -3.17 0.56 0.0060
C 2.00 -4.09 1.40 0.0036
C 2.18 -3.76 2.74 -0.0033
C 1.72 -2.54 3.20 0.0029
C 1.12 -1.68 2.30 0.0043
N 0.97 -1.98 1.00 0.0876
C -1.25 -3.53 -0.70 0.0044
C -2.38 -2.62 -0.30 0.0079
C -3.69 -3.07 -0.25 0.0045
C -4.69 -2.21 0.18 -0.0042
C -4.35 -0.92 0.55 0.0044
C -3.02 -0.53 0.46 0.0073
N -2.06 -1.37 0.05 0.1151
H 0.72 -2.43 -3.21 0.0001
H -0.18 -3.94 -3.15 0.0029
H -2.30 -2.47 -2.81 -0.0002
H -1.59 -2.62 -4.38 -0.0001
H -1.96 -0.80 -5.58 0.0006
H -2.04 1.66 -5.86 -0.0002
H -1.51 3.10 -3.86 0.0004
H -0.86 2.00 -1.77 -0.0001
H 1.97 -3.00 -1.49 -0.0001
H 1.18 -4.53 -1.09 0.0022
H 2.33 -5.04 1.01 0.0007
H 2.65 -4.46 3.41 -0.0002
H 1.82 -2.25 4.23 0.0006
H 0.74 -0.72 2.61 0.0005
H -0.89 -4.00 0.22 -0.0002
H -1.62 -4.34 -1.33 0.0015
H -3.92 -4.08 -0.56 0.0009
H -5.71 -2.54 0.22 -0.0002
H -5.09 -0.21 0.89 0.0008
H -2.71 0.47 0.73 0.0017
C 0.48 4.68 2.94 0.0029
Si -0.81 3.41 3.36 0.0057
C -1.05 3.27 5.19 0.0016
C -2.41 3.74 2.46 0.0003
C -0.20 1.71 2.76 0.0186
Te 0.29 1.70 0.68 0.1231
C 2.41 1.62 0.86 0.0135
Si 3.27 1.49 -0.82 0.0038
C 2.80 -0.23 -1.44 0.0568
C 2.59 2.77 -1.98 0.0002
C 5.10 1.63 -0.58 0.0020
H 0.15 5.67 3.28 0.0000
H 0.67 4.77 1.86 0.0023
H 1.43 4.47 3.43 0.0000
H -1.43 4.21 5.59 0.0004
H -0.11 3.05 5.69 0.0000
H -1.76 2.49 5.45 0.0000
H -2.76 4.76 2.65 0.0000
H -3.20 3.06 2.80 0.0001
H -2.30 3.64 1.38 0.0002
H -0.97 0.95 2.92 0.0024
H 0.70 1.38 3.27 -0.0001
H 2.65 0.77 1.49 0.0012
H 2.69 2.54 1.40 0.0037
H 1.70 -0.33 -1.37 0.0168
H 3.24 -1.01 -0.81 0.0005
H 3.06 -0.41 -2.48 0.0024
H 1.54 2.59 -2.22 0.0000
H 3.15 2.76 -2.92 0.0001
H 2.67 3.77 -1.56 0.0001
H 5.47 0.89 0.13 0.0000
H 5.38 2.62 -0.22 0.0003
H 5.62 1.47 -1.53 0.0000
```

net charge: +2
HOMO-LUMO gap (alpha / beta): 8.2800 / 7.4610 eV
multiplicity: 3
HOMO energy (alpha / beta): -13.25 / -14.12 eV
lowest unoccupied orbital energy (alpha / beta): -4.97 / -6.66 eV


4.
# C27H43BBeCl4F6MgN4O14S

C27H43BBeCl4F6MgN4O14S as an isolated structure at a distorted geometry (ωB97M-V with the def2-TZVPD basis set, the OMol25 dataset).

XYZ file:
```
102
Properties=species:S:1:pos:R:3:lowdin_charge:R:1
C 3.92 3.38 0.61 -0.0474
C 4.02 2.15 -0.44 -0.1995
O 3.59 0.96 0.28 -0.2239
C 4.18 -0.24 -0.22 -0.2653
C 3.20 -1.10 -1.18 -0.0474
C 1.87 -0.28 -1.56 -0.0964
N 1.87 0.25 -2.84 0.1505
N 0.74 0.90 -3.05 -0.4712
Cl 0.63 1.56 -4.66 0.8784
C -0.33 1.13 -2.21 -0.1999
S -1.76 2.16 -2.84 0.8210
O -2.48 1.48 -3.98 -0.2981
O -1.37 3.56 -3.20 -0.2884
C -3.08 2.35 -1.49 -0.3355
F -2.53 2.95 -0.33 0.0768
F -3.59 1.07 -1.23 0.0647
C -4.29 3.30 -1.95 -0.3784
F -5.27 3.20 -0.92 0.0575
F -4.91 2.93 -3.12 0.1536
F -3.85 4.62 -1.94 0.1551
C -0.43 0.60 -0.80 0.1339
C 0.82 -0.23 -0.47 0.0963
B 1.00 -0.98 0.97 -0.3754
C 1.65 -0.35 2.30 -0.0241
O 0.49 -2.34 1.05 0.0660
H 3.27 4.22 0.24 0.0804
H 3.47 2.96 1.58 0.0950
H 4.95 3.75 0.89 0.0861
H 3.26 2.37 -1.26 0.1178
H 5.10 2.12 -0.81 0.1317
H 4.49 -0.94 0.68 -0.0696
H 5.16 -0.02 -0.79 0.1319
H 3.83 -1.30 -2.13 0.1250
H 2.97 -2.14 -0.77 0.1431
H -1.31 0.78 -0.13 0.1335
H 2.57 -0.99 2.54 0.0984
H 2.03 0.72 2.20 0.0613
H 0.94 -0.48 3.19 0.0946
H -0.45 -2.20 1.34 0.1246
C 5.74 -3.98 -2.55 -0.2119
C 7.20 -3.83 -2.95 -0.2243
O 8.01 -3.93 -1.78 -0.0717
O 5.39 -2.98 -1.59 -0.1209
H 5.08 -3.88 -3.42 0.1258
H 5.56 -4.96 -2.09 0.1262
H 7.37 -2.84 -3.38 0.1280
H 7.50 -4.59 -3.67 0.1177
H 7.98 -4.85 -1.48 0.0982
H 6.17 -2.88 -1.02 0.0684
Cl -11.48 -0.37 -0.70 0.7394
C -9.80 -0.10 -0.94 -0.7871
C -8.89 -1.15 -1.11 -0.6992
Cl -9.37 -2.79 -1.10 0.7996
C -7.53 -0.86 -1.29 -0.0530
C -7.09 0.45 -1.30 -0.0294
C -8.00 1.49 -1.14 -0.1837
C -9.36 1.21 -0.96 -0.2299
H -6.82 -1.67 -1.42 0.1280
H -6.03 0.66 -1.44 0.0977
H -7.65 2.52 -1.15 -0.0051
H -10.06 2.03 -0.83 0.0873
F 1.31 1.07 4.42 -0.4347
Cl -9.57 -0.65 1.69 0.0540
Be 5.73 -0.91 1.55 0.7322
C 2.52 8.13 5.80 -0.0635
C 3.41 7.60 4.69 -0.2099
O 2.92 6.35 4.19 0.0346
C 1.88 6.44 3.34 -0.5922
O 1.34 7.45 2.98 0.1248
O 1.52 5.19 3.00 -0.0080
C 0.36 5.13 2.17 -0.0599
H 2.38 7.37 6.58 0.0849
H 2.95 9.03 6.24 0.0841
H 1.52 8.37 5.42 0.0751
H 4.40 7.40 5.09 0.1243
H 3.52 8.33 3.88 0.1248
H 0.47 5.78 1.29 0.0934
H -0.52 5.42 2.75 0.1011
H 0.24 4.10 1.83 0.0794
O -13.64 0.78 -3.29 -0.0411
H -13.21 0.63 -2.44 -0.0972
C 9.67 -6.92 -3.71 -0.0446
O 8.51 -7.60 -3.24 -0.0206
C 8.37 -8.85 -3.72 -0.6052
O 9.12 -9.40 -4.48 0.1387
O 7.25 -9.37 -3.21 -0.0064
C 6.97 -10.71 -3.64 -0.0401
H 9.68 -5.92 -3.25 0.0790
H 10.58 -7.44 -3.40 0.1049
H 9.64 -6.80 -4.79 0.1031
H 7.77 -11.38 -3.33 0.1021
H 6.83 -10.74 -4.72 0.1004
H 6.05 -11.03 -3.16 0.0943
Mg -8.52 3.38 0.42 1.2276
C -10.71 -0.51 5.94 -0.6967
O -9.53 -0.29 6.17 0.0207
N -11.61 -0.79 6.92 0.1510
N -11.24 -0.49 4.69 0.1440
H -12.58 -0.97 6.75 0.0958
H -11.26 -0.82 7.87 0.1099
H -10.61 -0.29 3.93 -0.0158
H -12.20 -0.67 4.49 0.0953
```

net charge: +2
HOMO-LUMO gap: 0.7816 eV
HOMO energy: -11.26 eV
lowest unoccupied orbital energy: -10.47 eV


5.
# C27H43Cl2CuF9N3O5Si

C27H43Cl2CuF9N3O5Si as an isolated structure at a distorted geometry (ωB97M-V with the def2-TZVPD basis set, the OMol25 dataset).

XYZ file:
```
91
Properties=species:S:1:pos:R:3:lowdin_spin:R:1
C 3.21 -2.43 -2.93 -0.0002
C 2.94 -1.61 -4.17 0.0012
H 3.60 -3.41 -3.23 0.0000
H 2.30 -2.57 -2.33 0.0000
H 3.94 -1.92 -2.29 -0.0001
C 2.96 -2.13 -5.40 0.0014
C 3.30 -3.55 -5.71 0.0003
H 2.77 -1.50 -6.27 0.0000
H 2.71 -4.27 -5.12 0.0000
H 4.36 -3.78 -5.52 0.0000
H 3.11 -3.74 -6.77 0.0000
Cu 1.41 0.29 -1.11 0.7125
Cl 2.20 2.35 -0.96 0.1240
C 0.20 1.84 0.94 0.0071
O 0.11 0.73 0.34 0.0273
N -0.71 2.79 0.84 0.0058
C -2.01 2.52 0.23 0.0006
C -0.33 4.16 1.13 0.0015
H 1.06 2.07 1.58 0.0002
H -2.51 1.70 0.76 0.0002
H -1.91 2.25 -0.83 0.0003
H -2.59 3.44 0.32 0.0000
H -0.01 4.24 2.17 0.0001
H -1.18 4.81 0.92 0.0002
H 0.52 4.45 0.49 0.0012
H -4.18 1.81 5.41 0.0000
H -2.36 3.21 7.37 0.0000
C -3.31 1.14 5.34 0.0000
C -2.04 2.17 7.21 0.0000
N -2.11 1.80 5.80 0.0000
H -3.16 0.83 4.30 0.0000
C -1.29 2.42 4.91 0.0000
O -1.36 2.29 3.69 0.0001
H -1.00 2.07 7.56 0.0000
H -0.53 3.06 5.41 0.0000
H -3.49 0.27 5.97 0.0000
H -2.68 1.49 7.79 0.0000
H 0.80 -3.97 2.79 0.0000
H -0.34 -3.83 -0.82 0.0000
C -0.08 -3.39 2.49 0.0003
C -0.85 -3.69 0.13 0.0000
N 0.01 -2.99 1.09 0.0008
H -0.11 -2.50 3.12 0.0000
C 0.79 -1.98 0.73 0.0023
O 0.87 -1.56 -0.46 0.0217
H -1.78 -3.12 -0.03 0.0000
H 1.36 -1.55 1.57 -0.0002
H -0.98 -3.99 2.64 0.0001
H -1.09 -4.66 0.58 0.0000
O 2.47 0.04 -2.50 0.0737
C 2.74 -0.08 -3.86 0.0159
C 1.08 0.17 -5.84 0.0001
C 1.91 0.74 -4.87 0.0003
H 0.87 -0.90 -5.78 0.0000
C 0.58 0.92 -6.92 0.0000
H 3.77 0.35 -3.99 0.0021
C 2.08 2.13 -4.89 0.0001
H 0.00 0.42 -7.69 0.0000
C 0.88 2.28 -7.01 0.0002
C 1.61 2.88 -5.97 0.0000
H 2.61 2.60 -4.07 -0.0001
H 0.59 2.84 -7.89 0.0000
H 1.85 3.94 -6.03 0.0000
Si -2.34 -0.21 -3.83 0.0000
Cl -1.44 -1.77 -4.72 0.0001
C -3.44 0.36 -5.26 0.0000
C -1.24 1.28 -3.47 -0.0004
C -2.58 -0.90 -2.11 0.0000
H -2.76 0.68 -6.08 0.0000
H -4.08 1.22 -5.02 0.0000
H -4.04 -0.45 -5.69 0.0000
H -3.36 -1.65 -2.06 0.0000
H -2.78 -0.10 -1.39 0.0000
H -1.63 -1.37 -1.80 0.0000
H -0.84 1.63 -4.43 0.0000
H -0.41 0.97 -2.82 -0.0005
H -1.83 2.09 -2.99 0.0000
F 0.74 0.16 8.13 0.0000
C 1.03 -1.14 7.81 0.0000
F 2.37 -1.31 8.00 0.0000
F 0.36 -1.94 8.69 0.0000
C 0.65 -1.43 6.42 0.0000
O 1.54 -1.17 5.45 0.0000
C 1.69 0.13 4.91 0.0000
F 0.69 0.94 5.31 0.0000
F 2.86 0.63 5.32 0.0000
F 1.67 0.02 3.58 0.0000
C -0.74 -1.70 6.03 0.0000
F -1.59 -1.22 6.99 0.0000
F -1.04 -1.06 4.85 0.0000
F -1.04 -3.02 5.83 0.0000
```

net charge: -1
HOMO-LUMO gap (alpha / beta): 5.9716 / 5.8587 eV
multiplicity: 2
HOMO energy (alpha / beta): -3.76 / -3.76 eV
lowest unoccupied orbital energy (alpha / beta): 2.21 / 2.10 eV


| no. | E (hartree) |
| --- | --- |
| 1 | -4109.1032 |
| 2 | -2793.7476 |
| 3 | -2247.5383 |
| 4 | -5403.4361 |
| 5 | -5344.3613 |